a.
The following is a quantum chemistry calculation of C2H4N4S2 in the gas phase, from the OMol25 dataset.

Structure (ORCA input):
```
! wB97M-V def2-TZVPD RIJCOSX def2/J DEFGRID3
* xyz 0 1
C 1.47706 -0.44011 -1.25402
N 0.97148 0.31657 -0.21226
N 1.54906 1.08810 0.72434
N 0.74907 1.33982 1.65002
N -0.43975 0.82945 1.40671
C -0.49747 0.14534 0.35476
S -1.89658 -0.62070 -0.42020
S -3.17737 -0.91980 1.14311
H 0.69527 -0.68997 -1.90589
H 2.29214 -0.01826 -1.69876
H 1.99118 -1.27274 -0.68631
H -3.71409 0.24230 0.89849
*
```

Summary:
HOMO-LUMO gap in eV: 9.43
SMILES: Cn1nnnc1SS

These are the Löwdin partial charges, in e, on atoms 1 to 5: atom 1 (C): -0.0643, atom 2 (N): -0.1420, atom 3 (N): 0.0156, atom 4 (N): -0.0579, atom 5 (N): -0.0420

b.
The following is a quantum chemistry calculation of C2H4N4S2 in the gas phase, from the OMol25 dataset.

Structure (ORCA input):
```
! wB97M-V def2-TZVPD RIJCOSX def2/J DEFGRID3
* xyz 0 1
C 1.24847 0.15745 0.57312
N 0.09766 1.09755 0.19512
N 0.17816 2.45122 0.17969
N -0.94063 2.87681 -0.09433
N -1.88681 1.94370 -0.12959
C -1.24371 0.81586 -0.00717
S -1.94292 -0.75437 -0.07506
S -3.93140 -0.43938 0.11331
H 2.18353 0.76214 0.65752
H 0.86312 -0.22148 1.56502
H 1.24098 -0.53180 -0.23282
H -3.91174 0.49876 -0.82591
*
```

Summary:
HOMO-LUMO gap in eV: 9.29
SMILES: Cn1nnnc1SS

These are the Löwdin partial charges, in e, on atoms 1 to 5: atom 1 (C): 0.0209, atom 2 (N): -0.1500, atom 3 (N): 0.0122, atom 4 (N): -0.0740, atom 5 (N): -0.0008

Relative energies with respect to the most stable structure, expressed in hartree: a 0.0364; b 0.0000.

a.
The following is a quantum chemistry calculation of a molecular structure, C2H3IOS, from the OMol25 dataset.

Structure (ORCA input):
```
! wB97M-V def2-TZVPD RIJCOSX def2/J DEFGRID3
* xyz 0 1
C 0.33722 0.36278 -0.69648
C -0.08565 -0.27756 0.52203
O -1.21476 -1.16478 0.29974
S -0.04366 0.58383 -2.15159
I 2.06429 2.28429 0.58684
H -0.37386 0.44196 1.13246
H 0.63292 -0.85789 1.04801
H -1.31651 -1.37262 -0.74102
*
```

Summary:
HOMO-LUMO gap (spin up / spin down) in eV: 6.99 / 6.90

These are the Löwdin partial charges, in e, on atoms 1 to 5: atom 1 (C): -0.7927, atom 2 (C): -0.3734, atom 3 (O): -0.1130, atom 4 (S): 0.8938, atom 5 (I): 0.0836

b.
The following is a quantum chemistry calculation of C2H3IOS in the gas phase, from the OMol25 dataset.

Structure (ORCA input):
```
! wB97M-V def2-TZVPD RIJCOSX def2/J DEFGRID3
* xyz 0 1
C -0.83908 1.05419 0.14858
S -0.40578 -0.58749 0.90883
C 0.96578 -1.05567 -0.36588
O 1.31554 -0.26051 -1.13625
I 1.82323 -2.93515 0.03825
H -1.64553 1.31327 0.83468
H -1.14240 0.69608 -0.82313
H -0.07176 1.77529 0.39491
*
```

Summary:
HOMO-LUMO gap in eV: 9.54
SMILES: CSC(=O)I

These are the Löwdin partial charges, in e, on atoms 1 to 5: atom 1 (C): -0.3677, atom 2 (S): 0.7143, atom 3 (C): -1.2040, atom 4 (O): -0.0435, atom 5 (I): 0.8103

Relative energies with respect to the most stable structure, expressed in hartree: a 0.0789; b 0.0000.

a.
The following is a quantum chemistry calculation of C2H2O2S2 in the gas phase, from the OMol25 dataset.

Structure (ORCA input):
```
! wB97M-V def2-TZVPD RIJCOSX def2/J DEFGRID3
* xyz 0 1
O -0.38794 -1.12980 -1.53517
C 0.37245 -0.65177 -0.68699
S 2.22165 -0.42038 -0.01828
C -0.41178 0.41071 0.37557
O -0.22341 0.21592 1.70373
S -1.78981 1.53373 -0.24506
H 2.43225 -1.79646 -0.74188
H -2.21341 1.83804 1.14807
*
```

Summary:
HOMO-LUMO gap in eV: 8.94
SMILES: O=C(S)C(=O)S

These are the Löwdin partial charges, in e, on atoms 1 to 5: atom 1 (O): 0.0234, atom 2 (C): -0.5862, atom 3 (S): 0.6709, atom 4 (C): -0.6270, atom 5 (O): -0.1462

b.
The following is a quantum chemistry calculation of 2 unconnected molecules or ions with the total composition C2H2O2S2, from the OMol25 dataset.

Structure (ORCA input):
```
! wB97M-V def2-TZVPD RIJCOSX def2/J DEFGRID3
* xyz 0 1
C -0.21157 -0.40216 0.92131
C 0.83034 -1.13094 0.75810
O -0.06298 2.26955 -0.51437
O -1.25530 0.13398 1.02183
S -1.25562 1.59646 -1.00367
S -0.82292 0.72084 -2.62439
H 0.85214 -2.18319 0.48150
H 1.92591 -1.00454 0.95968
*
```

Summary:
HOMO-LUMO gap (spin up / spin down) in eV: 8.45 / 8.45

These are the Löwdin partial charges, in e, on atoms 1 to 5: atom 1 (C): -0.3068, atom 2 (C): 0.0267, atom 3 (O): -0.5772, atom 4 (O): 0.0383, atom 5 (S): 0.4078

c.
The following is a quantum chemistry calculation of C2H2O2S2 in the gas phase, from the OMol25 dataset.

Structure (ORCA input):
```
! wB97M-V def2-TZVPD RIJCOSX def2/J DEFGRID3
* xyz 0 1
O 0.30589 -1.70814 0.15524
C 0.56544 -0.42646 -0.01384
S 2.06171 0.19128 -0.10279
C -0.60562 0.46566 0.06900
O -0.38068 1.80536 0.12581
S -2.11376 -0.23492 -0.09516
H 1.12583 -2.18500 0.26294
H 0.54644 1.87034 0.32483
*
```

Summary:
HOMO-LUMO gap in eV: 7.38
SMILES: OC(=S)C(O)=S

These are the Löwdin partial charges, in e, on atoms 1 to 5: atom 1 (O): -0.0059, atom 2 (C): -0.8972, atom 3 (S): 0.8204, atom 4 (C): -0.8187, atom 5 (O): -0.0071

Relative energies with respect to the most stable structure, expressed in hartree: a 0.0967; b 0.0576; c 0.0000.

a.
The following is a quantum chemistry calculation of 2 unconnected molecules or ions with the total composition C4H5Cl, from the OMol25 dataset.

Structure (ORCA input):
```
! wB97M-V def2-TZVPD RIJCOSX def2/J DEFGRID3
* xyz 0 1
C -1.63576 -0.40777 0.06654
C -0.92056 0.65309 0.02073
C 1.93878 -0.40969 -0.08045
C 2.90430 0.41447 -0.03801
Cl 4.65391 0.01157 -0.09040
H -2.71145 -0.45811 0.30020
H -0.96995 -1.27511 0.09512
H 0.22793 0.56559 -0.29072
H 1.57267 -1.41339 0.32041
H 2.69656 1.47244 -0.28449
*
```

Summary:
HOMO-LUMO gap (spin up / spin down) in eV: 8.17 / 8.81

These are the Löwdin partial charges, in e, on atoms 1 to 5: atom 1 (C): -0.1418, atom 2 (C): 0.0216, atom 3 (C): -0.0185, atom 4 (C): -0.6505, atom 5 (Cl): 0.5217

b.
The following is a quantum chemistry calculation of a molecular structure, C4H5Cl, from the OMol25 dataset.

Structure (ORCA input):
```
! wB97M-V def2-TZVPD RIJCOSX def2/J DEFGRID3
* xyz 0 1
C -0.85101 0.33693 -0.62311
C -0.28458 1.29334 0.09706
C -0.13610 -0.97648 -0.14876
C 0.84906 -0.13856 0.64226
Cl 2.33244 0.14292 -0.23401
H -1.82033 0.29163 -1.12137
H -0.43566 2.39987 0.19584
H -0.95474 -1.44150 0.38638
H 0.19832 -1.67585 -0.93830
H 1.10261 -0.23231 1.74401
*
```

Summary:
HOMO-LUMO gap in eV: 10.26

These are the Löwdin partial charges, in e, on atoms 1 to 5: atom 1 (C): -0.1858, atom 2 (C): -0.0055, atom 3 (C): -0.2409, atom 4 (C): -0.6117, atom 5 (Cl): 0.5786

Relative energies with respect to the most stable structure, expressed in hartree: a 0.1396; b 0.0000.

a.
The following is a quantum chemistry calculation of 2 unconnected molecules or ions with the total composition C4H12, from the OMol25 dataset.

Structure (ORCA input):
```
! wB97M-V def2-TZVPD RIJCOSX def2/J DEFGRID3
* xyz -1 2
C 1.77838 1.19776 -1.27579
C 2.06217 -0.21031 -0.80378
H 1.79227 2.11162 -0.57022
H 2.62120 1.35375 -2.08122
H 0.72339 1.23346 -1.50934
H 2.42349 -0.25912 0.26478
H 2.91807 -0.62353 -1.36328
H 1.27209 -0.93152 -0.96210
C -1.94696 0.20544 0.97732
C -1.89398 -1.24521 1.09420
H -2.65713 0.77869 1.58821
H -0.99585 0.80944 1.13417
H -2.39357 0.57408 -0.07239
H -2.99713 -1.53373 1.14942
H -1.46388 -1.57769 2.02027
H -1.24060 -1.62157 0.45000
*
```

Summary:
HOMO-LUMO gap (spin up / spin down) in eV: 2.83 / 11.56

These are the Löwdin partial charges, in e, on atoms 1 to 5: atom 1 (C): -0.3420, atom 2 (C): -0.3167, atom 3 (H): 0.0462, atom 4 (H): 0.0704, atom 5 (H): 0.0108

b.
The following is a quantum chemistry calculation of 2 unconnected molecules or ions with the total composition C4H12, from the OMol25 dataset.

Structure (ORCA input):
```
! wB97M-V def2-TZVPD RIJCOSX def2/J DEFGRID3
* xyz -1 2
C 2.34150 0.67503 1.30921
C 2.60199 -0.42906 0.27995
H 2.99405 1.53096 1.07545
H 1.32174 1.03231 1.33598
H 2.63917 0.28434 2.28755
H 3.52058 -0.32532 -0.30586
H 2.51135 -1.44619 0.64054
H 1.84242 -0.28659 -0.50831
C -2.55276 0.55742 -0.94973
C -2.41395 -0.89765 -0.57581
H -3.52752 0.73719 -1.44495
H -2.53440 1.27879 -0.13508
H -1.88076 1.01852 -1.68302
H -1.36187 -1.08275 -0.25902
H -2.56838 -1.55471 -1.43136
H -2.93315 -1.09230 0.36447
*
```

Summary:
HOMO-LUMO gap (spin up / spin down) in eV: 2.92 / 12.03

These are the Löwdin partial charges, in e, on atoms 1 to 5: atom 1 (C): -0.3214, atom 2 (C): -0.3319, atom 3 (H): 0.0420, atom 4 (H): 0.0135, atom 5 (H): 0.0372

c.
The following is a quantum chemistry calculation of 2 unconnected molecules or ions with the total composition C4H12, from the OMol25 dataset.

Structure (ORCA input):
```
! wB97M-V def2-TZVPD RIJCOSX def2/J DEFGRID3
* xyz -1 2
C -2.14642 -0.03685 0.31025
C -2.49414 0.72729 -0.96879
H -2.96908 -0.02243 0.96612
H -1.91571 -1.11061 0.05369
H -1.26944 0.42913 0.79343
H -3.35487 0.24684 -1.39877
H -2.72161 1.72733 -0.72691
H -1.69192 0.68997 -1.63385
C 1.57953 -0.13024 0.39940
C 3.04666 -0.51324 0.24871
H 1.43840 0.55742 1.28256
H 1.29932 0.35563 -0.51329
H 0.96621 -1.05930 0.55854
H 3.61091 0.37743 0.05147
H 3.42774 -0.99322 1.19407
H 3.19443 -1.24515 -0.61662
*
```

Summary:
HOMO-LUMO gap (spin up / spin down) in eV: 2.77 / 12.16

These are the Löwdin partial charges, in e, on atoms 1 to 5: atom 1 (C): -0.2737, atom 2 (C): -0.2689, atom 3 (H): 0.0188, atom 4 (H): 0.0518, atom 5 (H): 0.0380

Relative energies with respect to the most stable structure, expressed in hartree: a 0.0464; b 0.0042; c 0.0000.

a.
The following is a quantum chemistry calculation of 2 unconnected molecules or ions with the total composition C4H12, from the OMol25 dataset.

Structure (ORCA input):
```
! wB97M-V def2-TZVPD RIJCOSX def2/J DEFGRID3
* xyz -1 2
C 0.67631 1.23327 0.69872
C 0.26233 2.64566 0.40052
H -0.20186 0.68492 1.05564
H 1.20786 0.75994 -0.13134
H 1.35893 1.17134 1.55518
H 0.96985 3.43613 0.14642
H -0.44694 2.74626 -0.43188
H -0.21099 3.00210 1.33197
C 0.12074 -2.37075 -0.27553
C -1.07678 -1.53700 -0.81440
H -0.21326 -2.83910 0.64793
H 0.41323 -3.14386 -0.99325
H 1.03244 -1.79043 -0.19445
H -1.71592 -1.14131 -0.02604
H -1.58231 -2.15668 -1.55097
H -0.68902 -0.62322 -1.26914
*
```

Summary:
HOMO-LUMO gap (spin up / spin down) in eV: 2.78 / 12.08

These are the Löwdin partial charges, in e, on atoms 1 to 5: atom 1 (C): -0.3757, atom 2 (C): -0.3824, atom 3 (H): 0.0305, atom 4 (H): 0.0263, atom 5 (H): 0.0271

b.
The following is a quantum chemistry calculation of 2 unconnected molecules or ions with the total composition C4H12, from the OMol25 dataset.

Structure (ORCA input):
```
! wB97M-V def2-TZVPD RIJCOSX def2/J DEFGRID3
* xyz -1 2
C 1.13004 0.51463 -1.32575
C -0.28353 0.91342 -1.60792
H 1.34670 -0.47905 -1.15116
H 1.89012 0.85359 -2.20601
H 1.56414 0.92808 -0.34329
H -0.73520 1.45376 -0.79039
H -0.97554 0.15206 -1.88478
H -0.33018 1.52049 -2.60055
C -0.97499 -0.23709 1.50231
C 0.11554 -1.23735 1.46273
H -1.07554 0.54075 0.62246
H -1.98315 -0.69794 1.29361
H -0.98532 0.41163 2.34524
H 0.26030 -1.77560 0.60748
H 0.10733 -2.01268 2.36190
H 0.99399 -0.61669 1.55726
*
```

Summary:
HOMO-LUMO gap (spin up / spin down) in eV: 2.84 / 11.39

These are the Löwdin partial charges, in e, on atoms 1 to 5: atom 1 (C): -0.4449, atom 2 (C): -0.3269, atom 3 (H): -0.0332, atom 4 (H): 0.0471, atom 5 (H): 0.0366

Relative energies with respect to the most stable structure, expressed in hartree: a 0.0000; b 0.0398.